Computed, not measured: a structure of composition C31H38AuN7O5S, with the ωB97M-V functional and the def2-TZVPD basis.

Gap between HOMO and LUMO (spin up / spin down), eV: 7.0464 / 6.6624
E_HOMO (spin up / spin down), eV: -7.601 / -8.250
2S+1: 3
Relative energy (zero: lowest compared OMol25 entry of this formula, charge and spin), kJ/mol: 0.0

Cartesian coordinates (Å):
Au1 0.186 -0.065 0.375
C1 5.646 3.695 -1.375
C2 4.321 2.976 -1.440
C3 3.336 3.391 -2.348
C4 2.133 2.705 -2.461
C5 1.070 3.141 -3.432
C6 1.910 1.619 -1.641
C7 2.843 1.188 -0.655
C8 4.083 1.899 -0.620
N1 2.445 0.162 0.118
C9 3.272 -0.826 0.845
C10 3.414 -2.017 -0.117
C11 4.686 -0.431 1.299
C12 2.527 -1.254 2.115
H1 5.578 4.687 -1.818
H2 6.409 3.137 -1.922
H3 5.987 3.799 -0.345
H4 3.526 4.250 -2.983
H5 1.450 3.896 -4.120
H6 0.224 3.568 -2.889
H7 0.697 2.297 -4.014
H8 1.036 1.000 -1.805
H9 4.848 1.653 0.086
H10 3.981 -1.718 -1.001
H11 2.435 -2.365 -0.438
H12 3.935 -2.834 0.383
H13 5.381 -0.343 0.466
H14 5.053 -1.229 1.945
H15 4.676 0.489 1.883
H16 1.531 -1.641 1.904
H17 2.409 -0.402 2.788
H18 3.095 -2.033 2.624
O1 -1.959 0.960 3.851
C13 -1.332 -0.175 3.604
O2 -0.245 -0.268 3.087
H19 -1.920 -1.047 3.920
N2 -7.483 0.180 -0.058
C14 -6.337 0.131 0.000
C15 -4.900 0.069 0.067
C16 -4.271 -0.929 0.799
C17 -2.888 -0.939 0.847
N3 -2.148 -0.040 0.201
C18 -2.751 0.905 -0.519
C19 -4.126 1.006 -0.609
H20 -4.845 -1.684 1.317
H21 -2.347 -1.686 1.417
H22 -2.107 1.605 -1.037
H23 -4.585 1.797 -1.183
S1 -0.084 2.309 0.886
C20 0.792 2.488 2.392
N4 0.060 2.666 3.507
C21 0.709 2.916 4.641
C22 2.088 2.977 4.706
C23 2.757 2.713 3.522
N5 2.129 2.476 2.377
H24 -1.342 1.712 3.618
H25 0.093 3.056 5.522
H26 2.605 3.199 5.627
H27 3.842 2.697 3.481
C24 -3.040 -4.419 -0.733
C25 -2.021 -5.195 0.100
C26 -0.579 -4.681 -0.066
C27 0.377 -5.616 0.702
C28 1.835 -5.172 0.662
C29 -0.234 -4.740 -1.538
O3 -0.213 -5.777 -2.164
N6 0.025 -3.540 -2.152
C30 0.047 -2.286 -1.546
O4 0.222 -1.304 -2.252
N7 -0.097 -2.213 -0.184
C31 -0.485 -3.284 0.564
O5 -0.782 -3.161 1.744
H28 -4.053 -4.766 -0.528
H29 -2.855 -4.549 -1.802
H30 -2.997 -3.350 -0.510
H31 -2.036 -6.248 -0.185
H32 -2.266 -5.124 1.160
H33 0.277 -6.613 0.271
H34 0.032 -5.649 1.736
H35 2.206 -5.121 -0.366
H36 2.462 -5.877 1.208
H37 1.955 -4.188 1.120
H38 0.208 -3.554 -3.144

=====

Computed, not measured: a structure of composition C31H38BrFInN3O4Se, with the ωB97M-V functional and the def2-TZVPD basis.

Gap between HOMO and LUMO, eV: 4.0822
E_HOMO, eV: -5.876
Relative energy (zero: lowest compared OMol25 entry of this formula, charge and spin), kJ/mol: 0.0

Cartesian coordinates (Å):
In1 -0.854 -0.963 0.260
F1 3.815 3.669 -0.815
C1 2.518 3.971 -0.541
C2 1.578 2.976 -0.684
C3 0.228 3.245 -0.473
C4 -0.757 2.168 -0.643
O1 -0.445 1.094 -1.172
C5 -2.062 2.511 -0.154
C6 -2.365 3.785 0.178
N1 -1.476 4.820 0.175
C7 -1.927 6.170 0.343
C8 -1.670 6.922 1.622
C9 -3.058 6.489 1.271
C10 -0.154 4.543 -0.071
C11 0.829 5.525 0.092
C12 2.175 5.265 -0.140
N2 3.103 6.331 0.080
C13 2.854 7.565 -0.642
C14 3.355 8.736 0.231
N3 4.342 8.186 1.193
C15 5.297 7.297 0.490
C16 4.527 6.024 0.089
C17 -3.162 1.470 0.080
O2 -4.313 1.876 0.084
O3 -2.778 0.292 0.317
H1 1.878 1.975 -0.956
H2 -3.389 3.999 0.446
H3 -1.873 6.740 -0.582
H4 -1.418 7.970 1.558
H5 -1.171 6.394 2.418
H6 -3.776 7.233 0.962
H7 -3.482 5.686 1.848
H8 0.535 6.501 0.440
H9 1.786 7.671 -0.831
H10 3.369 7.568 -1.614
H11 2.537 9.188 0.792
H12 3.826 9.510 -0.375
H13 3.816 7.576 1.836
H14 4.815 8.930 1.713
H15 6.142 7.063 1.139
H16 5.680 7.827 -0.384
H17 4.695 5.227 0.817
H18 4.903 5.679 -0.884
C18 -2.773 -8.739 0.972
C19 -3.171 -7.947 -0.281
C20 -4.696 -7.803 -0.277
C21 -2.779 -8.752 -1.529
C22 -2.445 -6.608 -0.306
C23 -3.084 -5.385 -0.355
C24 -2.338 -4.220 -0.399
Br1 -3.261 -2.525 -0.420
C25 -0.936 -4.169 -0.387
O4 -0.277 -3.049 -0.425
C26 -0.285 -5.437 -0.335
C27 -1.051 -6.584 -0.299
C28 1.235 -5.508 -0.311
C29 1.762 -6.948 -0.292
C30 1.740 -4.791 0.946
C31 1.795 -4.809 -1.554
H19 -3.308 -9.687 0.996
H20 -3.025 -8.179 1.869
H21 -1.709 -8.954 0.992
H22 -5.144 -8.797 -0.267
H23 -5.040 -7.280 -1.165
H24 -5.034 -7.266 0.606
H25 -3.312 -9.700 -1.545
H26 -1.713 -8.963 -1.547
H27 -3.032 -8.196 -2.427
H28 -4.157 -5.310 -0.362
H29 -0.536 -7.525 -0.258
H30 1.433 -7.476 0.600
H31 2.850 -6.926 -0.288
H32 1.438 -7.495 -1.176
H33 1.349 -5.269 1.842
H34 1.417 -3.755 0.939
H35 2.827 -4.806 0.979
H36 1.440 -5.296 -2.461
H37 2.883 -4.832 -1.540
H38 1.475 -3.773 -1.569
Se1 0.991 0.054 1.524

=====

Computed, not measured: a structure of composition C31H38BrN2O8PSTeTi, with the ωB97M-V functional and the def2-TZVPD basis.

Gap between HOMO and LUMO, eV: 7.3220
E_HOMO, eV: -7.701
Relative energy (zero: lowest compared OMol25 entry of this formula, charge and spin), kJ/mol: 168.9

Cartesian coordinates (Å):
Ti1 0.467 -0.080 0.197
C1 -3.053 0.354 1.794
C2 -3.291 0.617 0.391
C3 -2.421 -0.117 -0.349
C4 -1.542 -0.858 0.568
C5 -2.040 -0.544 1.906
H1 -3.584 0.816 2.616
H2 -4.024 1.307 0.000
H3 -2.373 -0.150 -1.426
H4 -1.245 -1.881 0.322
H5 -1.629 -0.932 2.826
Br1 2.928 0.599 -2.188
C6 2.424 2.422 -1.974
C7 3.165 3.317 -2.693
C8 2.856 4.687 -2.648
C9 1.804 5.106 -1.890
C10 1.035 4.190 -1.137
C11 -0.053 4.677 -0.368
C12 -0.802 3.836 0.389
C13 -0.469 2.466 0.422
C14 0.546 1.923 -0.325
C15 1.334 2.796 -1.144
H6 3.982 2.963 -3.306
H7 3.447 5.389 -3.220
H8 1.536 6.155 -1.849
H9 -0.264 5.740 -0.395
H10 -1.625 4.203 0.988
H11 -1.065 1.837 1.081
C16 -3.685 -3.023 1.562
C17 -2.620 -3.705 0.752
C18 -2.905 -4.259 -0.495
C19 -1.909 -4.839 -1.262
C20 -0.603 -4.857 -0.787
C21 -0.301 -4.334 0.459
C22 -1.310 -3.767 1.221
S1 0.662 -5.567 -1.796
O1 0.265 -6.887 -2.177
O2 1.911 -5.327 -1.120
N1 0.711 -4.683 -3.157
C23 0.991 -3.247 -3.092
C24 -0.298 -2.443 -3.181
C25 -0.214 -1.005 -2.706
O3 -0.580 -0.081 -3.388
O4 0.231 -0.852 -1.468
H12 -4.674 -3.190 1.140
H13 -3.504 -1.946 1.587
H14 -3.684 -3.382 2.592
H15 -3.920 -4.230 -0.871
H16 -2.146 -5.273 -2.225
H17 0.716 -4.352 0.823
H18 -1.071 -3.345 2.191
H19 0.029 -4.984 -3.841
H20 1.676 -2.989 -3.899
H21 1.511 -3.043 -2.156
H22 -1.048 -2.924 -2.546
H23 -0.669 -2.405 -4.204
C26 3.808 0.296 1.069
C27 3.305 -1.059 0.683
N2 4.172 -2.056 0.629
O5 2.098 -1.296 0.438
H24 4.715 0.536 0.514
H25 4.032 0.293 2.137
H26 3.065 1.067 0.886
H27 5.151 -1.886 0.776
H28 3.852 -2.948 0.302
C28 4.365 -0.109 4.988
C29 2.867 -0.124 5.181
O6 2.215 -0.276 3.905
P1 1.188 0.848 3.391
O7 0.770 0.270 2.033
Te1 2.066 3.001 3.429
O8 -0.123 0.642 4.273
C30 -0.441 1.354 5.479
C31 -1.942 1.506 5.548
H29 4.867 -0.172 5.954
H30 4.674 0.814 4.495
H31 4.678 -0.964 4.386
H32 2.539 0.802 5.660
H33 2.550 -0.966 5.798
H34 0.057 2.326 5.463
H35 -0.059 0.778 6.326
H36 -2.296 2.134 4.730
H37 -2.225 1.970 6.494
H38 -2.432 0.535 5.477

=====

Computed, not measured: a structure of composition C31H38F4NO5PTi, with the ωB97M-V functional and the def2-TZVPD basis.

Gap between HOMO and LUMO, eV: 7.3847
Charge: +2
E_HOMO, eV: -14.434
Relative energy (zero: lowest compared OMol25 entry of this formula, charge and spin), kJ/mol: 33.7

Cartesian coordinates (Å):
Ti1 -0.013 0.927 0.759
C1 1.689 3.412 3.347
C2 0.418 3.131 2.595
C3 -0.712 2.620 3.249
C4 -0.591 2.178 4.685
C5 -1.943 2.554 2.562
C6 -3.236 2.303 3.299
C7 -2.012 2.909 1.199
C8 -3.319 2.881 0.455
C9 -0.876 3.412 0.543
C10 -0.984 4.008 -0.837
C11 0.354 3.472 1.226
C12 1.565 4.039 0.531
H1 1.594 3.235 4.412
H2 1.957 4.461 3.207
H3 2.541 2.837 2.977
H4 -0.626 3.033 5.364
H5 0.352 1.660 4.850
H6 -1.382 1.495 4.978
H7 -3.101 2.267 4.373
H8 -3.742 1.387 2.991
H9 -3.925 3.123 3.092
H10 -3.693 3.898 0.315
H11 -4.092 2.332 0.984
H12 -3.193 2.441 -0.535
H13 -2.008 4.281 -1.071
H14 -0.650 3.326 -1.619
H15 -0.383 4.912 -0.902
H16 1.578 5.127 0.635
H17 1.559 3.815 -0.533
H18 2.489 3.655 0.951
C13 -0.269 -2.361 -6.058
C14 0.934 -2.753 -5.220
C15 1.135 -4.257 -5.173
C16 2.424 -4.590 -4.445
C17 2.453 -3.934 -3.091
C18 3.244 -4.439 -2.086
C19 3.259 -3.849 -0.821
F1 4.044 -4.375 0.112
C20 2.484 -2.767 -0.520
C21 1.662 -2.237 -1.525
C22 0.820 -1.111 -1.238
O1 0.855 -0.596 -0.046
C23 0.005 -0.632 -2.258
C24 0.066 -1.217 -3.517
N1 0.843 -2.240 -3.806
C25 1.654 -2.805 -2.816
C26 -0.929 0.499 -2.068
O2 -1.628 0.942 -2.933
O3 -0.875 1.048 -0.842
H19 -0.175 -2.858 -7.022
H20 -0.325 -1.293 -6.263
H21 -1.202 -2.696 -5.601
H22 1.835 -2.289 -5.632
H23 1.170 -4.630 -6.195
H24 0.275 -4.725 -4.685
H25 3.279 -4.243 -5.032
H26 2.542 -5.667 -4.328
H27 3.863 -5.310 -2.260
H28 2.507 -2.327 0.466
H29 -0.552 -0.810 -4.302
C27 -3.419 -0.605 0.815
P1 -1.754 -0.806 1.495
C28 -1.920 -1.017 3.281
C29 -1.240 -2.444 0.917
H30 -4.017 -1.481 1.070
H31 -3.369 -0.507 -0.270
H32 -3.902 0.282 1.218
H33 -2.657 -1.795 3.485
H34 -2.238 -0.094 3.754
H35 -0.957 -1.309 3.695
H36 -1.944 -3.187 1.296
H37 -0.241 -2.675 1.285
H38 -1.243 -2.480 -0.172
F2 3.142 -1.306 2.943
C30 3.061 0.020 3.109
F3 4.194 0.580 2.725
F4 2.842 0.284 4.394
C31 1.879 0.525 2.261
O4 2.071 1.182 1.215
O5 0.700 0.226 2.606

=====

Computed, not measured: a structure of composition C31H38IrSb, with the ωB97M-V functional and the def2-TZVPD basis.

Gap between HOMO and LUMO (spin up / spin down), eV: 6.0233 / 3.6770
Charge: +2
E_HOMO (spin up / spin down), eV: -11.270 / -14.257
2S+1: 5
Relative energy (zero: lowest compared OMol25 entry of this formula, charge and spin), kJ/mol: 105.4

Cartesian coordinates (Å):
C1 0.677 2.152 0.203
H1 0.797 2.739 1.118
H2 1.574 2.259 -0.478
H3 1.238 1.302 0.711
C2 -0.541 2.861 -0.441
H4 -1.122 2.162 -1.018
H5 -1.162 3.221 0.405
C3 -0.036 4.066 -1.251
H6 -0.914 4.629 -1.589
H7 0.596 4.733 -0.664
H8 0.523 3.755 -2.139
C4 -0.883 -1.966 -0.746
C5 -1.282 -0.942 -1.644
C6 -0.097 -0.389 -2.279
C7 1.046 -1.038 -1.668
C8 0.577 -2.024 -0.727
C9 1.406 -2.975 0.047
C10 2.455 -0.770 -2.028
C11 -0.032 0.653 -3.329
C12 -2.683 -0.533 -1.944
C13 -1.780 -2.894 -0.011
Ir1 0.055 -0.079 -0.060
H9 3.118 -1.035 -1.196
H10 2.789 -1.341 -2.915
H11 2.594 0.296 -2.260
H12 2.417 -2.591 0.132
H13 0.989 -3.094 1.051
H14 1.457 -3.966 -0.416
H15 -2.719 -2.385 0.223
H16 -2.028 -3.807 -0.581
H17 -1.319 -3.209 0.927
H18 -2.713 0.471 -2.360
H19 -3.191 -1.206 -2.662
H20 -3.267 -0.548 -1.016
H21 0.808 1.315 -3.143
H22 0.105 0.224 -4.327
H23 -0.950 1.240 -3.339
C14 -1.077 4.095 5.404
C15 0.087 4.007 4.621
C16 0.266 2.930 3.742
C17 -0.717 1.947 3.651
C18 -1.890 2.033 4.409
C19 -2.065 3.110 5.283
Sb1 -0.356 0.092 2.506
C20 1.345 -0.603 3.718
C21 2.551 -0.996 3.137
C22 3.652 -1.272 3.955
C23 3.554 -1.142 5.351
C24 2.324 -0.776 5.929
C25 1.216 -0.517 5.103
C26 -2.078 -1.101 2.895
C27 -1.924 -2.273 3.630
C28 -3.034 -3.108 3.814
C29 -4.264 -2.753 3.288
C30 -4.415 -1.578 2.564
C31 -3.321 -0.738 2.359
H24 -1.209 4.932 6.103
H25 0.856 4.781 4.699
H26 1.186 2.868 3.162
H27 -2.654 1.261 4.338
H28 -2.985 3.181 5.876
H29 2.645 -1.088 2.048
H30 4.607 -1.587 3.518
H31 4.423 -1.324 5.997
H32 2.229 -0.688 7.007
H33 0.275 -0.233 5.567
H34 -0.955 -2.538 4.057
H35 -2.908 -4.040 4.380
H36 -5.149 -3.421 3.447
H37 -5.395 -1.294 2.145
H38 -3.440 0.188 1.788

=====

Computed, not measured: an isolated molecule of C31H38N2O9S, with the ωB97M-V functional and the def2-TZVPD basis.

SMILES: CC(=O)OCCCCCCc1cc(COC(C)=O)c2c(c1CCCCOC(C)=O)C(=O)C(CCSc1nnco1)=CC2=O
Gap between HOMO and LUMO, eV: 7.1023
E_HOMO, eV: -9.164

Cartesian coordinates (Å):
C1 -2.769 3.716 0.769
C2 -2.852 4.489 2.248
O1 -4.056 5.057 2.515
O2 -1.730 4.585 3.196
C3 -0.723 3.518 2.957
C4 0.445 3.439 4.111
C5 1.021 1.896 4.364
C6 2.435 1.612 3.548
C7 3.058 0.113 3.789
C8 3.249 -0.781 2.423
C9 1.857 -0.724 1.529
C10 0.444 -1.041 2.355
C11 -1.028 -0.997 1.581
C12 -2.454 -1.338 2.385
O3 -2.078 -2.145 3.557
C13 -3.250 -2.654 4.287
C14 -4.738 -2.953 3.665
O4 -3.068 -2.947 5.604
C15 -0.981 -0.594 -0.031
C16 0.443 -0.298 -0.856
C17 1.921 -0.371 -0.076
C18 3.286 -0.097 -0.949
C19 3.833 -1.387 -1.800
C20 3.074 -2.805 -1.479
C21 3.511 -3.844 -2.715
O5 4.482 -4.858 -2.274
C22 5.755 -4.772 -3.006
C23 5.947 -4.806 -4.639
O6 6.901 -4.696 -2.275
C24 0.340 0.092 -2.479
O7 1.215 -0.308 -3.405
C25 -1.005 1.001 -2.878
C26 -0.889 2.166 -4.032
C27 -2.294 2.992 -4.294
S1 -3.422 2.115 -5.520
C28 -4.909 1.465 -4.577
N1 -5.725 0.198 -4.705
N2 -6.648 0.364 -3.647
C29 -6.522 1.640 -2.828
O8 -5.383 2.337 -3.482
C30 -2.297 0.714 -2.135
C31 -2.364 -0.457 -0.942
O9 -3.452 -1.220 -0.806
H1 -3.544 4.206 0.007
H2 -3.087 2.591 0.865
H3 -1.684 3.835 0.302
H4 -1.333 2.508 2.863
H5 -0.217 3.782 1.915
H6 -0.045 3.840 5.117
H7 1.348 4.156 3.848
H8 0.149 1.170 4.067
H9 1.211 1.829 5.535
H10 2.249 1.899 2.428
H11 3.210 2.414 3.967
H12 4.086 0.261 4.367
H13 2.348 -0.511 4.517
H14 4.129 -0.298 1.781
H15 3.603 -1.897 2.651
H16 0.509 -1.297 3.504
H17 -3.049 -2.051 1.636
H18 -3.059 -0.356 2.645
H19 -5.368 -1.992 3.409
H20 -5.368 -3.739 4.305
H21 -4.555 -3.498 2.618
H22 4.175 0.370 -0.331
H23 2.996 0.733 -1.756
H24 5.002 -1.467 -1.574
H25 3.731 -1.145 -2.951
H26 1.905 -2.764 -1.510
H27 3.506 -3.297 -0.501
H28 3.823 -3.258 -3.690
H29 2.522 -4.442 -3.013
H30 5.779 -3.702 -5.059
H31 5.171 -5.513 -5.167
H32 7.058 -5.085 -4.975
H33 -0.118 2.969 -3.612
H34 -0.408 1.786 -5.052
H35 -2.824 3.239 -3.253
H36 -1.973 4.044 -4.741
H37 -7.170 1.957 -1.904
H38 -3.292 1.306 -2.309